Here is a molecular structure, C4H7O5Tl in a non-equilibrium geometry from OMol25. Energies are from wB97M-V/def2-TZVPD.

Values from the calculation:
* relative energy (zero: lowest compared OMol25 entry of this formula, charge and spin): 33.3 kcal/mol
* 2S+1: 1
* LUMO level: -0.2069 hartree

Structure (XYZ):
```
17
Properties=species:S:1:pos:R:3:forces:R:3
Tl 1.250 0.103 0.981 -0.49 -0.27 -0.76
C 0.091 -5.035 0.388 -1.43 -0.95 -0.16
C 0.328 -3.571 0.151 -0.14 0.74 0.06
O 0.633 -2.813 1.135 0.22 -0.04 -0.25
O 0.110 -3.062 -0.969 0.19 -0.11 0.41
H 0.827 -5.698 0.844 0.33 0.60 -0.09
H -0.348 -5.517 -0.485 0.84 0.13 -0.71
H -0.819 -5.152 0.977 0.11 0.50 0.86
C -0.366 5.061 0.070 -0.31 0.31 0.44
C -0.195 3.568 -0.003 0.75 -1.37 1.26
O -0.366 2.865 -1.016 -0.26 -0.02 -1.12
O 0.189 2.908 1.028 -0.18 0.83 -0.51
H -0.507 5.259 1.133 0.18 0.15 0.06
H -1.223 5.506 -0.435 -0.10 -0.58 -0.28
H 0.497 5.625 -0.283 0.22 -0.38 0.03
O 0.408 0.113 -1.854 -0.08 0.49 0.94
H -0.510 -0.161 -1.663 0.16 -0.02 -0.19
```
Forces are in eV/Å.